Entry 1:
64
Properties=species:S:1:pos:R:3:nbo_charge:R:1 method="wB97M-V/def2-TZVPD" energy_ev=-107141.7470 fmax_ev_per_a=1.0 e_above_lowest_kcal_mol=38.7 spin_multiplicity=1
Rh 0.710 0.277 -0.461 1.080
S 4.578 -0.748 -2.275 0.497
C 3.389 -1.511 -3.239 -0.384
C 2.119 -1.265 -2.805 -0.274
C 2.104 -0.420 -1.661 -0.167
C 3.376 -0.079 -1.264 -0.318
C 3.538 0.821 -0.136 0.208
C 4.729 1.205 0.459 -0.229
C 4.693 2.093 1.521 -0.119
C 3.476 2.599 1.949 -0.259
C 2.323 2.171 1.318 0.088
N 2.351 1.296 0.315 -0.446
H 3.692 -2.103 -4.088 0.253
H 1.245 -1.663 -3.301 0.236
H 5.664 0.807 0.092 0.236
H 5.610 2.383 2.016 0.233
H 3.408 3.303 2.765 0.240
H 1.347 2.534 1.609 0.230
Cl -1.812 0.838 3.830 0.053
C -0.389 -0.034 3.308 -0.316
Cl 1.068 0.582 4.141 -0.004
C -0.140 0.125 1.823 0.756
O 0.715 -0.671 1.265 -0.544
O -0.644 1.011 1.113 -0.646
H -0.484 -1.086 3.553 0.278
C -3.967 -2.522 0.024 -0.814
S -3.135 -1.160 0.867 1.231
O -2.525 -1.735 2.104 -1.001
C -4.628 -0.283 1.312 -0.173
C -5.190 -0.490 2.560 -0.239
C -6.368 0.169 2.881 -0.196
C -6.963 1.024 1.962 -0.203
C -6.380 1.232 0.719 -0.190
C -5.200 0.581 0.391 -0.250
H -4.834 -2.837 0.601 0.246
H -3.250 -3.338 -0.052 0.252
H -4.266 -2.195 -0.971 0.235
H -4.698 -1.154 3.259 0.247
H -6.825 0.013 3.849 0.222
H -7.881 1.536 2.218 0.220
H -6.840 1.906 0.009 0.218
H -4.734 0.740 -0.575 0.214
O -2.753 -6.969 -3.384 -1.004
S -3.830 -6.797 -4.337 2.401
O -3.711 -7.560 -5.556 -0.984
O -5.159 -6.731 -3.757 -0.996
C -3.642 -5.067 -4.869 0.156
N -4.249 -4.657 -5.989 -0.392
C -4.180 -3.371 -6.278 0.084
C -3.519 -2.443 -5.475 -0.299
C -2.913 -2.976 -4.352 0.163
N -2.965 -4.268 -4.057 -0.442
C -2.148 -2.174 -3.352 0.043
C -2.146 -0.781 -3.322 -0.234
C -1.427 -0.134 -2.341 0.029
N -0.724 -0.798 -1.414 -0.449
C -0.720 -2.139 -1.434 0.053
C -1.423 -2.856 -2.373 -0.218
H -4.671 -3.053 -7.192 0.195
H -3.490 -1.395 -5.734 0.211
H -2.715 -0.197 -4.030 0.236
H -1.427 0.948 -2.265 0.213
H -0.149 -2.623 -0.651 0.235
H -1.432 -3.939 -2.371 0.298

---

Entry 2:
10
Properties=species:S:1:pos:R:3:nbo_charge:R:1 method="wB97M-V/def2-TZVPD" energy_ev=-17572.1594 fmax_ev_per_a=6.3 e_above_lowest_kcal_mol=24.8 spin_multiplicity=1 charge=-1
C 0.790 0.258 -0.555 -0.747
C -0.737 0.007 -0.643 0.302
O -1.497 0.730 -1.217 -0.588
P -1.130 -1.613 0.209 1.850
O 0.006 -2.611 -0.389 -1.184
O -1.316 -1.505 1.666 -1.147
H 0.848 1.274 -0.783 0.200
H 1.080 -0.408 -1.384 0.260
H 0.903 -0.061 0.484 0.241
H -2.303 -2.106 -0.482 -0.187

---

Entry 3:
8
Properties=species:S:1:pos:R:3:nbo_charge:R:1 method="wB97M-V/def2-TZVPD" energy_ev=-8436.8860 fmax_ev_per_a=6.8 e_above_lowest_kcal_mol=67.4 spin_multiplicity=3 charge=+1
C -1.102 -0.138 -0.906 -0.157
C -0.545 0.970 -0.916 -0.145
H -1.819 -0.925 -1.087 0.290
H -0.216 1.945 -1.243 0.289
C 0.654 -0.485 0.478 0.075
O 0.606 0.212 1.567 -0.491
Pt 0.989 -1.273 2.400 0.924
H 1.435 -0.306 -0.293 0.215